[1]
A 2-piece molecular cluster, C5H5O3S2 overall, computed with wB97M-V/def2-TZVPD.

Energy relative to the best compared isomer or geometry (same formula, charge and spin), kcal/mol: 60.7
Charge: -1
Electronic energy, Ha: -1215.53368
Kohn-Sham gap (spin up / spin down), eV: 6.21 / 6.21
E_HOMO (spin up / spin down), eV: -3.16 / -3.16

The geometry in XYZ format:
```
15
Properties=species:S:1:pos:R:3:forces:R:3
C -1.650 -0.869 1.379 1.00 -0.63 1.61
C -0.330 -0.686 0.864 1.29 0.10 3.87
C -2.582 -1.007 0.439 0.21 0.72 -2.19
C -0.209 -0.546 -0.440 -4.28 -1.52 -0.41
C 0.862 -0.105 -1.185 2.72 2.95 0.80
O 2.302 2.049 -0.390 1.89 0.33 0.02
O 3.535 -0.091 -0.338 0.68 -0.33 -0.63
O 1.050 -0.078 -2.349 0.42 -0.87 -2.28
S -1.804 -0.815 -1.149 -0.48 -0.07 0.30
S 2.275 0.523 0.067 -0.86 0.09 0.46
H -1.834 -0.984 2.456 0.00 0.25 -0.53
H 0.552 -0.513 1.538 -1.20 -0.32 -0.70
H -3.660 -1.011 0.526 0.15 -0.33 -0.05
H 0.106 1.805 -0.740 -0.30 0.15 -0.18
H 1.388 2.326 -0.680 -1.24 -0.53 -0.08
```
Positions in Å, forces in eV/Å.

---

[2]
A 2-piece molecular cluster, C5H5O3S4 overall, computed with wB97M-V/def2-TZVPD.

Energy relative to the best compared isomer or geometry (same formula, charge and spin), kcal/mol: 0.0
Charge: -1
Electronic energy, Ha: -2012.07078
Kohn-Sham gap, eV: 6.58
E_HOMO, eV: -3.63

The geometry in XYZ format:
```
17
Properties=species:S:1:pos:R:3:forces:R:3
C 1.016 0.052 1.964 -0.16 -0.06 -0.14
C 1.201 -0.557 0.786 0.14 -0.54 0.54
C -2.317 1.389 0.138 0.10 -0.21 -0.09
C 0.751 0.029 -0.478 -0.36 0.21 -0.45
C -0.050 -0.611 -1.360 -0.14 -0.25 -0.29
O -2.304 2.430 -0.337 -0.06 1.67 -0.63
O -2.374 0.350 0.617 -0.12 -1.43 0.70
O 0.443 1.264 2.134 -0.01 -0.08 0.30
S 2.156 -2.068 0.825 0.31 0.28 0.19
S 1.154 1.704 -0.720 0.48 0.54 0.05
S -0.615 -2.285 -1.179 0.14 0.09 -0.04
S -0.667 0.223 -2.800 -0.03 -0.48 0.10
H 1.329 -0.410 2.890 0.01 -0.04 0.09
H 1.703 -2.569 -0.317 -0.08 -0.19 -0.09
H 0.003 1.334 -2.359 -0.06 0.35 -0.19
H -1.910 -1.987 -1.054 -0.25 0.03 0.06
H 0.481 1.712 1.253 0.11 0.12 -0.09
```
Positions in Å, forces in eV/Å.

---

[3]
An isolated ion of composition C5H5O5 and charge -1, computed with wB97M-V/def2-TZVPD.

Energy relative to the best compared isomer or geometry (same formula, charge and spin), kcal/mol: 70.5
Charge: -1
Electronic energy, Ha: -569.65969
Kohn-Sham gap (spin up / spin down), eV: 7.14 / 5.51
E_HOMO (spin up / spin down), eV: -3.26 / -2.00

The geometry in XYZ format:
```
15
Properties=species:S:1:pos:R:3:forces:R:3
C 0.405 -2.294 -0.042 -2.26 -0.58 0.22
C -0.340 2.375 0.255 0.77 0.35 0.58
C 0.493 0.983 -1.302 -0.35 -1.54 1.09
C 0.583 0.205 0.172 0.77 1.38 0.08
C -0.228 -1.000 0.449 0.24 -0.88 -1.08
O -0.424 -3.331 0.280 -0.23 1.58 1.24
O 1.357 -2.387 -0.751 1.49 -0.30 -0.46
O -0.540 1.942 -1.041 -0.06 -0.59 -0.72
O 0.043 1.236 1.015 -0.08 0.21 0.57
O -1.409 -1.194 0.856 0.52 1.21 0.31
H 0.503 3.095 0.395 -0.25 -0.14 -0.69
H -1.255 2.906 0.640 0.52 -1.02 -0.23
H 0.241 0.221 -2.104 -0.28 1.18 0.57
H 1.706 -0.019 0.334 -1.84 0.31 0.01
H -1.135 -2.736 0.844 1.06 -1.17 -1.50
```
Positions in Å, forces in eV/Å.

---

[4]
C5H5P as an isolated structure, computed with wB97M-V/def2-TZVPD.

Energy relative to the best compared isomer or geometry (same formula, charge and spin), kcal/mol: 88.1
Electronic energy, Ha: -534.64946
Kohn-Sham gap, eV: 8.26
E_HOMO, eV: -6.99

The geometry in XYZ format:
```
11
Properties=species:S:1:pos:R:3:forces:R:3
C -0.891 -0.279 -2.155 -0.19 0.99 0.74
C -1.328 0.733 -1.449 0.65 -0.99 -0.62
C 1.454 -0.639 1.803 -1.12 0.37 0.22
C 0.450 0.076 2.248 0.57 -0.86 -0.67
C -0.072 0.109 -0.995 -0.39 -1.62 2.60
P -0.120 -1.178 1.054 0.34 1.61 -2.22
H -0.995 -0.939 -2.982 -0.11 -0.28 -0.34
H -2.056 1.487 -1.276 -0.34 0.31 0.04
H 2.506 -0.805 1.880 0.33 0.01 0.06
H 0.150 0.860 2.907 0.02 0.31 0.24
H 0.903 0.575 -1.034 0.25 0.15 -0.04
```
Positions in Å, forces in eV/Å.

---

[5]
One molecule with the formula C5H5PS, computed with wB97M-V/def2-TZVPD.

Energy relative to the best compared isomer or geometry (same formula, charge and spin), kcal/mol: 87.7
Electronic energy, Ha: -932.85775
Kohn-Sham gap (spin up / spin down), eV: 7.34 / 7.33
E_HOMO (spin up / spin down), eV: -7.62 / -7.62

The geometry in XYZ format:
```
12
Properties=species:S:1:pos:R:3:forces:R:3
C -0.104 0.078 -0.972 -0.22 -2.71 -2.43
C -0.150 1.223 -1.777 0.18 0.34 0.84
C 0.160 2.097 0.596 -0.49 -4.04 -2.32
C 0.048 0.003 0.331 0.32 6.62 2.81
C 0.100 -2.357 1.339 -0.76 -1.14 -0.82
P 0.025 -0.783 1.914 0.39 -1.30 -0.98
S 0.022 2.699 -0.950 0.08 -1.56 1.77
H -0.152 -1.021 -1.324 -0.14 1.91 -0.53
H -0.265 1.353 -2.822 -0.07 -0.53 -0.73
H 0.269 2.673 1.468 0.16 0.72 0.87
H 0.082 -3.281 1.938 0.10 0.82 0.27
H -0.035 -2.684 0.259 0.46 0.86 1.24
```
Positions in Å, forces in eV/Å.

---

[6]
One molecule with the formula C5H6, computed with wB97M-V/def2-TZVPD.

Energy relative to the best compared isomer or geometry (same formula, charge and spin), kcal/mol: 111.1
Electronic energy, Ha: -193.90346
Kohn-Sham gap (spin up / spin down), eV: 8.32 / 8.40
E_HOMO (spin up / spin down), eV: -8.52 / -8.35

The geometry in XYZ format:
```
11
Properties=species:S:1:pos:R:3:forces:R:3
C 0.362 0.185 0.432 0.94 0.69 0.21
C -0.690 -0.768 0.255 -0.38 0.57 0.39
C 0.785 0.956 1.429 -0.70 0.84 2.88
C -1.596 -1.160 -0.601 -0.33 -1.38 1.86
C 1.008 0.372 -0.835 0.44 -0.59 1.99
H 1.690 1.606 1.360 -0.95 -0.69 -0.37
H 0.240 1.082 2.431 0.77 -0.61 -1.54
H -1.736 -0.884 -1.597 0.06 0.75 -1.55
H -2.312 -1.920 -0.257 0.20 0.19 -0.11
H 0.380 0.665 -1.552 -2.03 1.25 -3.08
H 1.870 -0.135 -1.065 1.98 -1.03 -0.68
```
Positions in Å, forces in eV/Å.

---

[7]
A 2-piece molecular cluster, C5H6BF2NO2 overall, computed with wB97M-V/def2-TZVPD.

Energy relative to the best compared isomer or geometry (same formula, charge and spin), kcal/mol: 53.6
Electronic energy, Ha: -623.87745
Kohn-Sham gap, eV: 6.57
E_HOMO, eV: -6.57

The geometry in XYZ format:
```
17
Properties=species:S:1:pos:R:3:forces:R:3
B 2.450 -0.042 0.138 -0.98 -0.27 -2.70
C -2.260 -0.077 0.207 -1.56 -0.28 -0.54
C -1.540 -0.894 1.140 4.07 -1.73 -1.18
C -1.798 0.132 -1.077 -4.31 0.37 2.07
C -0.346 -1.473 0.669 -1.55 1.24 -0.32
C 0.189 -1.112 -0.694 1.96 0.73 2.12
N -0.656 -0.358 -1.514 1.59 1.35 -2.35
O 3.022 0.560 -0.935 -1.34 -0.25 -0.68
O 2.975 -0.239 1.317 0.11 -0.73 2.18
F 0.509 -2.262 1.411 -1.28 1.07 -0.85
F 0.618 -2.161 -1.435 0.70 -0.70 -0.07
H -3.345 0.044 0.487 1.33 0.51 -0.71
H -1.792 -1.092 2.168 -0.42 0.18 0.08
H -2.531 0.517 -1.835 1.11 -0.04 0.76
H -0.374 0.142 -2.427 0.37 -1.74 2.17
H 3.885 0.917 -1.120 0.57 0.04 0.62
H 3.893 -0.208 1.625 -0.36 0.26 -0.61
```
Positions in Å, forces in eV/Å.

---

[8]
A 2-piece molecular cluster, C5H6BN4O4 overall, computed with wB97M-V/def2-TZVPD.

Energy relative to the best compared isomer or geometry (same formula, charge and spin), kcal/mol: 1.9
Charge: -1
Electronic energy, Ha: -738.72989
Kohn-Sham gap, eV: 5.97
E_HOMO, eV: -4.14

The geometry in XYZ format:
```
20
Properties=species:S:1:pos:R:3:forces:R:3
O 1.302 -1.717 1.845 -1.35 -0.03 0.95
N 0.161 -1.394 2.298 0.78 0.62 -0.93
C -0.285 -0.108 1.852 0.56 -0.66 -0.10
C 0.702 0.551 0.907 0.40 0.54 0.51
C 0.107 1.789 0.351 0.12 1.41 -2.07
N 0.590 2.581 -0.634 -2.80 -0.50 1.94
O 1.627 2.696 -1.243 0.75 0.07 -0.31
O -0.525 3.501 -0.987 1.15 -0.44 -0.10
N -1.677 3.162 -0.307 1.85 -2.81 2.07
C -1.266 2.103 0.509 -0.34 2.69 -2.58
N -2.085 1.403 1.258 -1.38 -1.65 2.42
C -1.583 0.357 1.961 -0.56 0.82 -0.47
O -0.509 -2.147 3.016 0.14 0.62 -0.27
H 1.656 0.802 1.402 -0.21 -0.38 -0.15
H -2.291 -0.124 2.658 0.45 0.04 -0.54
H 0.913 -0.119 0.089 0.43 -0.38 -0.38
B 0.788 -3.332 -3.743 0.24 0.01 0.18
H -0.280 -3.262 -4.327 0.63 -0.05 0.33
H 1.726 -2.609 -4.090 -0.77 -0.62 0.29
H 0.928 -4.132 -2.815 -0.09 0.66 -0.79
```
Positions in Å, forces in eV/Å.

---

[9]
C5H6Br2 as an isolated structure, computed with wB97M-V/def2-TZVPD.

Energy relative to the best compared isomer or geometry (same formula, charge and spin), kcal/mol: 23.5
Electronic energy, Ha: -5342.07683
Kohn-Sham gap, eV: 9.36
E_HOMO, eV: -9.01

The geometry in XYZ format:
```
13
Properties=species:S:1:pos:R:3:forces:R:3
C -2.040 -0.805 0.703 -2.71 0.77 4.62
C 0.719 -0.308 -0.309 -0.38 1.11 0.38
C -1.319 0.264 1.055 0.42 -1.08 -0.39
C -0.068 0.582 0.337 0.25 0.02 -0.66
C 1.864 0.060 -1.210 0.42 -5.53 0.28
Br -1.756 1.349 2.512 -0.30 -0.11 0.62
Br 0.318 2.456 0.295 0.24 -0.09 -0.42
H -2.919 -1.236 1.415 2.20 1.30 -2.02
H -1.858 -1.246 -0.189 0.56 -1.58 -2.49
H 0.521 -1.356 -0.105 -0.02 0.04 -0.17
H 1.812 -0.433 -2.219 -0.33 -0.22 0.95
H 2.827 -0.331 -0.791 -0.67 0.65 -0.22
H 1.899 1.003 -1.494 0.33 4.72 -0.48
```
Positions in Å, forces in eV/Å.

---

[10]
A 3-piece molecular cluster, C5H6BrCl overall, computed with wB97M-V/def2-TZVPD.

Energy relative to the best compared isomer or geometry (same formula, charge and spin), kcal/mol: 79.5
SMILES: C#CCl.C#CC.Br
Electronic energy, Ha: -3228.13549
Kohn-Sham gap, eV: 10.47
E_HOMO, eV: -9.86

The geometry in XYZ format:
```
13
Properties=species:S:1:pos:R:3:forces:R:3
C 1.832 0.372 1.386 -1.38 -4.32 -0.79
C 1.461 -0.759 1.138 1.28 2.60 0.60
Cl 1.278 -2.312 0.783 0.16 -1.27 -0.15
H 1.908 1.363 1.520 0.41 2.87 0.52
C -1.619 -1.736 0.289 -0.20 1.17 0.10
C -1.625 -0.574 0.068 -0.83 0.80 -1.44
C -1.862 0.649 -0.621 -1.54 3.48 -1.15
H -1.412 -2.662 0.589 0.31 -3.12 0.95
H -1.057 1.389 -0.540 0.12 -0.35 0.07
H -2.136 0.640 -1.719 0.77 -0.96 0.99
H -2.770 1.246 -0.289 0.91 -0.94 0.40
Br 2.617 1.516 -1.781 -0.43 0.46 -0.70
H 3.386 0.868 -0.823 0.43 -0.43 0.58
```
Positions in Å, forces in eV/Å.

---

[11]
A 2-piece molecular cluster, C5H6BrF overall, computed with wB97M-V/def2-TZVPD.

Energy relative to the best compared isomer or geometry (same formula, charge and spin), kcal/mol: 79.8
Electronic energy, Ha: -2867.80426
Kohn-Sham gap (spin up / spin down), eV: 9.41 / 9.41
E_HOMO (spin up / spin down), eV: -10.09 / -10.09

The geometry in XYZ format:
```
13
Properties=species:S:1:pos:R:3:forces:R:3
C -0.940 0.308 -0.752 1.08 2.69 -0.54
C -0.980 0.316 0.786 2.09 -0.32 -0.36
C 0.201 -0.697 -0.758 0.84 2.02 -0.34
C 0.214 -0.676 0.770 1.03 -1.89 2.06
C 1.387 -0.273 -0.023 -1.29 3.72 0.43
F 1.226 1.890 0.035 0.39 -2.44 -0.05
Br 3.271 -0.367 0.002 -1.86 -0.34 -0.04
H -1.797 0.015 -1.385 0.25 0.07 0.83
H -0.570 1.333 -0.966 -0.20 -0.76 -0.90
H -0.842 1.201 1.408 0.10 0.06 -0.65
H -1.847 -0.161 1.016 -2.37 -1.67 1.48
H 0.314 -1.314 -1.564 0.22 -2.27 -1.55
H 0.365 -1.574 1.432 -0.27 1.13 -0.37
```
Positions in Å, forces in eV/Å.

---

[12]
An isolated ion of composition C5H6BrN2 and charge +1, computed with wB97M-V/def2-TZVPD.

Energy relative to the best compared isomer or geometry (same formula, charge and spin), kcal/mol: 81.3
Charge: +1
Electronic energy, Ha: -2877.29640
Kohn-Sham gap, eV: 8.80
E_HOMO, eV: -13.35

The geometry in XYZ format:
```
14
Properties=species:S:1:pos:R:3:forces:R:3
C 1.171 -0.704 0.027 0.36 1.33 0.13
C -0.699 0.995 -0.203 -1.03 2.52 -0.25
C 0.215 -1.752 0.006 0.59 -1.44 0.05
C 0.731 0.621 -0.077 -1.61 0.02 0.83
C -1.799 0.283 -0.115 1.29 -4.92 0.11
N -1.066 -1.623 -0.011 -1.85 5.06 -0.46
N 1.476 1.733 0.103 0.15 -1.74 -0.51
Br -3.634 0.106 0.005 1.29 0.62 -0.18
H 2.272 -0.783 0.185 -1.19 -0.74 -0.17
H -0.900 2.132 -0.320 0.35 -1.88 0.21
H 0.394 -2.855 0.067 1.15 1.02 -0.30
H -1.656 -2.310 -0.445 -0.30 -0.49 0.34
H 2.399 1.549 0.392 1.25 0.20 0.26
H 1.096 2.607 0.386 -0.44 0.44 -0.07
```
Positions in Å, forces in eV/Å.

---

What is the energy relative to the best compared isomer or geometry (same formula, charge and spin) in the seventh record? 53.6 kcal/mol